Here is C4H7NO2 as an isolated structure from OMol25. Energies are from ωB97M-V/def2-TZVPD.

Summary:
Relative energy (zero: lowest compared OMol25 entry of this formula, charge and spin) in kcal/mol: 129.0
HOMO (spin up / spin down) in eV: -8.77 / -8.76

Each line ends with the Löwdin charge.
Atoms and positions in Å:
1 O -1.015 -0.910 1.430  0.00
2 C -0.437 -0.607 0.199  -0.34
3 C -0.922 0.812 -0.220  -0.11
4 N 0.271 1.470 -0.788  -0.06
5 C 1.034 0.443 -1.203  0.04
6 C 1.194 -0.569 0.399  -0.36
7 O 1.600 0.097 1.343  0.00
8 H -0.946 -1.856 1.604  0.11
9 H -0.710 -1.364 -0.554  0.14
10 H -1.228 1.362 0.672  0.13
11 H -1.753 0.762 -0.930  0.12
12 H 0.754 1.995 -0.058  0.12
13 H 0.451 -0.155 -1.922  0.07
14 H 1.708 -1.479 0.028  0.12

Force components x, y, z for each atom (eV/Å):
-0.1 -0.3 0.2
0.1 0.1 -0.2
-0.1 -0.1 0.0
0.5 -0.3 0.1
-0.2 0.6 -0.7
-0.1 0.0 0.5
-0.1 -0.3 -0.1
0.0 0.1 0.0
0.1 0.2 0.2
0.0 -0.1 -0.1
0.1 0.0 0.1
-0.1 0.0 -0.1
-0.1 0.0 0.1
0.0 0.1 0.1